[1]
C27H51FNO7 | wB97M-V/def2-TZVPD

The geometry in XYZ format:
```
87
Properties=species:S:1:pos:R:3:lowdin_charge:R:1
C 2.4900 -0.8465 1.2440 -0.08
C 1.3741 0.0589 0.5557 -0.40
O 1.4852 1.4531 1.0076 -0.11
C -0.1339 -0.4569 0.6707 -0.16
C -0.4592 -1.2469 2.0603 -0.24
O 0.0571 -2.6484 1.9846 -0.14
C -0.5610 -3.4105 0.9797 -0.32
N -0.9027 -4.0105 -0.0232 0.07
C -2.0801 -1.2725 2.3073 -0.32
C -2.9642 -1.1048 0.9842 -0.10
F -2.4914 -2.3749 3.1668 -0.11
H 3.5595 -0.5753 0.8913 0.06
H 2.4021 -0.7096 2.3776 0.08
H 2.3023 -1.9627 1.0114 0.09
H 1.6235 0.0928 -0.5779 0.12
H 2.4541 1.6425 0.9351 0.07
H -0.5189 -0.9923 -0.2632 0.09
H -0.7719 0.5107 0.7534 0.11
H -2.2693 -0.3180 2.9389 0.12
H -3.0463 0.0102 0.6824 0.08
H -2.5433 -1.6747 0.0730 0.06
H -4.0545 -1.4649 1.0881 0.06
C 6.0993 4.2506 0.3064 -0.18
C 6.2706 4.7211 1.7331 -0.19
C 5.2337 3.8918 2.4649 -0.20
O 5.1140 2.6537 1.7521 -0.14
C 5.7928 2.7782 0.4953 -0.21
H 6.9740 4.4263 -0.3227 0.11
H 5.2416 4.7553 -0.1505 0.12
H 7.2739 4.4652 2.0902 0.11
H 6.1261 5.7954 1.8625 0.11
H 4.2538 4.3806 2.4543 0.12
H 5.5121 3.6924 3.5023 0.12
H 6.7126 2.1854 0.5512 0.12
H 5.1659 2.3739 -0.3028 0.11
C 4.5854 -1.8422 -4.0883 -0.18
C 5.2703 -2.0236 -2.7525 -0.17
C 4.4785 -1.0852 -1.8633 -0.20
O 3.1453 -1.0438 -2.3870 -0.14
C 3.1367 -1.6655 -3.6783 -0.20
H 4.7348 -2.6774 -4.7760 0.11
H 4.9510 -0.9302 -4.5719 0.09
H 5.1471 -3.0564 -2.4094 0.12
H 6.3381 -1.7952 -2.7705 0.11
H 4.8838 -0.0676 -1.8980 0.11
H 4.4542 -1.4150 -0.8229 0.10
H 2.6306 -2.6322 -3.5812 0.12
H 2.5735 -1.0467 -4.3809 0.12
C 7.6961 1.8365 -7.1320 -0.18
C 8.0630 0.3719 -7.2058 -0.18
C 7.4843 -0.1638 -5.9112 -0.21
O 6.3360 0.6391 -5.6055 -0.16
C 6.3356 1.7870 -6.4654 -0.20
H 7.6767 2.3344 -8.1031 0.11
H 8.4080 2.3657 -6.4897 0.12
H 7.5607 -0.0936 -8.0604 0.12
H 9.1353 0.1911 -7.3004 0.11
H 8.1954 -0.0598 -5.0846 0.12
H 7.1889 -1.2130 -5.9866 0.12
H 5.5371 1.6525 -7.2031 0.12
H 6.1218 2.6842 -5.8804 0.12
C -6.8442 -2.8773 4.3000 -0.18
C -6.5887 -1.5968 5.0622 -0.18
C -5.4742 -0.9653 4.2511 -0.20
O -5.6604 -1.3854 2.8932 -0.16
C -6.6324 -2.4370 2.8651 -0.20
H -7.8350 -3.3024 4.4736 0.11
H -6.0962 -3.6282 4.5746 0.12
H -7.4810 -0.9614 5.0304 0.10
H -6.3188 -1.7537 6.1082 0.11
H -4.4921 -1.3205 4.5797 0.11
H -5.4848 0.1263 4.3024 0.12
H -7.5544 -2.0293 2.4346 0.10
H -6.2781 -3.2484 2.2252 0.12
C -10.5321 0.2007 1.4471 -0.18
C -9.8281 0.0276 2.7741 -0.19
C -10.6163 0.9592 3.6733 -0.20
O -11.9582 0.9874 3.1672 -0.14
C -11.9770 0.3639 1.8761 -0.21
H -10.3839 -0.6332 0.7588 0.12
H -10.1817 1.1154 0.9576 0.12
H -9.9370 -1.0060 3.1197 0.11
H -8.7634 0.2661 2.7415 0.11
H -10.2211 1.9799 3.6323 0.12
H -10.6235 0.6302 4.7151 0.12
H -12.4720 -0.6080 1.9807 0.11
H -12.5554 0.9762 1.1804 0.11
```

Its LUMO energy is 0.07505 hartree. The value obtained for the HOMO energy is -0.080 Eh. The strongest force on any atom comes out at 0.113 Eh/bohr. Its charge is -1. Its HOMO-LUMO gap is 4.21 eV.

=====

[2]
C27H51N2OP3SeSn | wB97M-V/def2-TZVPD

The geometry in XYZ format:
```
86
Properties=species:S:1:pos:R:3:lowdin_charge:R:1
Sn -0.5651 -0.0590 -1.0791 0.83
P -3.0871 -0.1496 -1.0488 0.70
P 0.1392 -2.6558 -0.6416 0.79
P -0.0533 2.5125 -0.5334 0.78
H 2.7959 -0.8625 -2.2886 0.04
C 2.9772 0.0857 -1.7716 -0.14
C 3.3703 0.1429 -0.4968 0.01
H 3.5400 -0.7611 0.0912 0.07
C -3.7411 -0.0653 -2.7430 -0.21
C -3.7966 -1.6171 -0.2636 -0.20
C -3.8153 1.2553 -0.1731 -0.20
C 1.8712 -3.1990 -0.4700 -0.20
C -0.6439 -3.6060 0.7130 -0.20
C -0.3987 -3.5729 -2.1412 -0.21
C 1.6151 3.2304 -0.4019 -0.18
C -0.8700 3.2498 0.9187 -0.19
C -0.7646 3.4512 -1.9419 -0.22
H 2.7513 0.9758 -2.3696 0.06
H 3.4605 1.0907 0.0383 0.07
H -4.8394 -0.1333 -2.6613 0.10
H -3.3513 -0.8983 -3.3394 0.07
H -3.4550 0.8752 -3.2306 0.07
H -4.8552 -1.6744 -0.5608 0.10
H -3.7340 -1.5562 0.8319 0.06
H -3.2729 -2.5230 -0.5957 0.05
H -4.9098 1.1856 -0.2874 0.10
H -3.4697 2.2036 -0.6045 0.05
H -3.5602 1.2367 0.8948 0.07
H 1.9212 -4.2543 -0.7748 0.09
H 2.1819 -3.1100 0.5796 0.08
H 2.5550 -2.6025 -1.0841 0.04
H -0.5168 -4.6821 0.5153 0.10
H -1.7140 -3.3703 0.7918 0.04
H -0.1489 -3.3493 1.6611 0.07
H -0.0133 -4.6039 -2.0992 0.09
H -0.0185 -3.0732 -3.0437 0.05
H -1.4962 -3.5994 -2.1926 0.06
H 1.5271 4.2857 -0.6958 0.09
H 2.3405 2.7233 -1.0479 0.04
H 1.9612 3.1665 0.6383 0.08
H -0.7669 4.3420 0.8398 0.10
H -0.3941 2.9021 1.8455 0.05
H -1.9344 2.9873 0.9425 0.04
H -0.4014 4.4884 -1.8711 0.09
H -1.8627 3.4468 -1.8952 0.06
H -0.4484 3.0025 -2.8963 0.02
C 1.4897 0.1314 -5.2068 -0.43
C 2.8510 -0.1716 -5.0329 -0.09
C 3.7468 -0.1263 -6.1276 -0.02
C 3.2598 0.1614 -7.4074 -0.01
C 1.8842 0.3717 -7.6049 -0.01
C 1.0193 0.3546 -6.5075 -0.14
Se -0.0557 0.3346 -3.8915 0.87
H 0.8152 0.2081 -2.5771 -0.23
H 3.2504 -0.4460 -4.0593 0.06
H 4.8223 -0.3142 -5.9826 0.14
H 3.9406 0.2244 -8.2557 0.14
H 1.4772 0.5490 -8.6008 0.14
H -0.0488 0.5190 -6.6476 0.10
C 2.8710 2.1177 7.5691 -0.06
C 1.3648 2.0078 7.6600 -0.18
N 0.7819 1.0414 6.6803 -0.05
C 1.0033 -0.3711 7.0544 -0.21
C 0.1984 -0.7439 8.2920 -0.06
C 0.7465 1.4472 5.3498 -0.39
O 1.2240 2.5191 4.9751 0.07
C 0.0242 0.5705 4.3614 -0.07
C -1.0950 -0.1705 4.7611 0.04
C -1.8310 -0.8544 3.8016 0.00
C -1.4189 -0.7597 2.4628 -0.19
N -0.3832 -0.0228 2.0413 0.00
C 0.3196 0.6301 2.9836 -0.08
H 3.3392 1.1271 7.6187 0.07
H 3.2660 2.7404 8.3786 0.10
H 3.1314 2.5963 6.6230 0.07
H 1.0695 1.6651 8.6552 0.11
H 0.9032 2.9882 7.4829 0.13
H 0.6887 -0.9914 6.2114 0.10
H 2.0833 -0.5508 7.2275 0.13
H -0.8465 -0.4375 8.1700 0.08
H 0.2226 -1.8321 8.4066 0.09
H 0.5929 -0.2927 9.2085 0.08
H -1.3867 -0.1833 5.8099 0.14
H -2.7254 -1.4243 4.0581 0.13
H -1.9765 -1.3201 1.7130 0.04
H 1.1381 1.2502 2.6182 0.12
```

Its LUMO energy is -0.53263 hartree. The value obtained for the HOMO energy is -0.625 Eh. The strongest force on any atom comes out at 0.046 Eh/bohr. As for the energy above the lowest of the compared OMol25 structures with the same formula, charge and spin: 21.11 kcal per mole. Its charge is +4. Its HOMO-LUMO gap is 2.50 eV.